This record from the OMol25 dataset describes a cluster of 2 separate species, C31H56BF3IN4O5 in total in a non-equilibrium geometry. The level of theory is ωB97M-V with the def2-TZVPD basis set.

Calculated values
* HOMO-LUMO gap: 0.247 Ha
* net charge: +1
* highest occupied orbital energy: -0.3422 Eh
* lowest unoccupied orbital energy: -2.6 eV
* maximum force: 5.814 eV/A

Each atom is followed by the atoms it is bonded to, with distances in Å.
Atoms and positions in Å:
1 C 5.49 2.54 -1.42  C2 1.605, H39 1.153, H40 1.139, H41 1.157
2 C 4.50 3.40 -0.48  C1 1.605, B3 1.658, H42 1.154, H43 1.162
3 B 3.03 2.68 -0.24  C2 1.658, O4 1.446, N5 1.476
4 O 2.41 3.00 1.03  B3 1.446, H44 0.986
5 N 2.52 1.77 -1.29  B3 1.476, C6 1.476, C34 1.463
6 C 1.95 2.57 -2.39  N5 1.476, C7 1.633, H45 1.160, H46 1.156
7 C 0.32 2.72 -2.36  C6 1.633, C8 1.640, C10 1.630, N13 1.501
8 C 0.03 3.35 -3.84  C7 1.640, C9 1.593, H47 1.149, H48 1.161
9 C 0.75 4.73 -4.15  C8 1.593, H49 1.159, H50 1.143, H51 1.156
10 C -0.14 3.98 -1.44  C7 1.630, O11 1.470, H52 1.160, H53 1.131
11 O -1.42 4.53 -1.90  C10 1.470, C12 1.450
12 C -1.51 5.94 -1.58  O11 1.450, H54 1.148, H55 1.156, H56 1.144
13 N -0.39 1.43 -2.06  C7 1.501, C14 1.492, C17 1.538, H57 1.055
14 C -0.73 0.53 -3.20  N13 1.492, N15 1.518, H58 1.133, H59 1.138
15 N -2.15 0.00 -3.05  C14 1.518, C16 1.521, H60 1.037
16 C -3.11 0.97 -3.72  N15 1.521, H61 1.157, H62 1.153, H63 1.139
17 C 0.17 0.68 -0.84  N13 1.538, C18 1.595, O25 1.447, C34 1.644
18 C -0.48 -0.75 -0.55  C17 1.595, C19 1.586, H64 1.162, H65 1.157
19 C 0.06 -2.06 -1.25  C18 1.586, O20 1.465, C21 1.642, H66 1.135
20 O -0.71 -2.52 -2.41  C19 1.465, H67 0.986
21 C -0.18 -3.29 -0.19  C19 1.642, F22 1.430, F23 1.409, F24 1.440
22 F -1.42 -3.16 0.51  C21 1.430
23 F 0.92 -3.55 0.65  C21 1.409
24 F -0.34 -4.49 -0.98  C21 1.440
25 O 0.00 1.40 0.40  C17 1.447, C26 1.399
26 C -1.28 1.46 0.95  O25 1.399, O27 1.269, C28 1.599
27 O -1.52 0.74 1.97  C26 1.269
28 C -2.50 2.41 0.56  C26 1.599, C29 1.570, C33 1.561
29 C -2.51 3.82 1.25  C28 1.570, C30 1.561, H68 1.150
30 C -3.63 4.88 1.01  C29 1.561, C31 1.547, H69 1.148
31 C -4.75 4.50 0.02  C30 1.547, C32 1.563, H70 1.141
32 C -4.77 3.09 -0.67  C31 1.563, C33 1.569, H71 1.152
33 C -3.66 2.01 -0.41  C28 1.561, C32 1.569, H72 1.146
34 C 1.81 0.55 -0.92  N5 1.463, C17 1.644, C35 1.610, H73 1.166
35 C 2.44 -0.22 0.34  C34 1.610, C36 1.633, H74 1.158, H75 1.157
36 C 4.00 -0.64 0.11  C35 1.633, C37 1.603, H76 1.157, H77 1.140
37 C 4.21 -1.75 -1.03  C36 1.603, I38 2.217, H78 1.138, H79 1.138
38 I 5.60 -3.25 -0.17  C37 2.217
39 H 6.13 1.89 -0.71  C1 1.153
40 H 4.98 1.88 -2.19  C1 1.139
41 H 6.22 3.29 -1.90  C1 1.157
42 H 4.94 3.66 0.55  C2 1.154
43 H 4.24 4.42 -0.97  C2 1.162
44 H 3.10 3.14 1.72  O4 0.986
45 H 2.24 2.06 -3.39  C6 1.160
46 H 2.46 3.61 -2.36  C6 1.156
47 H -1.08 3.32 -4.12  C8 1.149
48 H 0.53 2.59 -4.57  C8 1.161
49 H 0.50 4.99 -5.26  C9 1.159
50 H 0.38 5.63 -3.55  C9 1.143
51 H 1.91 4.69 -4.13  C9 1.156
52 H 0.65 4.83 -1.45  C10 1.160
53 H -0.29 3.75 -0.34  C10 1.131
54 H -0.56 6.54 -1.85  C12 1.148
55 H -2.34 6.37 -2.26  C12 1.156
56 H -1.74 6.16 -0.49  C12 1.144
57 H -1.34 1.75 -1.73  N13 1.055
58 H -0.78 0.95 -4.25  C14 1.133
59 H 0.06 -0.29 -3.26  C14 1.138
60 H -2.19 -0.84 -3.66  N15 1.037
61 H -2.89 1.99 -3.22  C16 1.157
62 H -2.90 1.06 -4.85  C16 1.153
63 H -4.20 0.73 -3.49  C16 1.139
64 H -0.26 -0.96 0.57  C18 1.162
65 H -1.63 -0.76 -0.61  C18 1.157
66 H 1.17 -2.12 -1.49  C19 1.135
67 H -1.63 -2.64 -2.09  O20 0.986
68 H -1.64 4.09 1.96  C29 1.150
69 H -3.55 5.89 1.56  C30 1.148
70 H -5.56 5.27 -0.19  C31 1.141
71 H -5.66 2.89 -1.37  C32 1.152
72 H -3.69 0.97 -0.89  C33 1.146
73 H 1.97 -0.18 -1.82  C34 1.166
74 H 1.94 -1.25 0.54  C35 1.158
75 H 2.29 0.34 1.34  C35 1.157
76 H 4.33 -1.06 1.14  C36 1.157
77 H 4.67 0.25 -0.09  C36 1.140
78 H 3.28 -2.34 -1.31  C37 1.138
79 H 4.76 -1.27 -1.90  C37 1.138
80 C -0.47 -3.56 3.76  C81 1.525, H87 1.093, H88 1.094, H89 1.092
81 C -0.13 -4.80 4.58  C80 1.525, N82 1.459, H90 1.096, H91 1.097
82 N -1.29 -5.45 5.17  C81 1.459, C83 1.462, C85 1.459
83 C -0.94 -6.46 6.17  N82 1.462, C84 1.527, H92 1.096, H93 1.097
84 C -0.17 -7.69 5.70  C83 1.527, H94 1.092, H95 1.093, H96 1.093
85 C -2.35 -5.83 4.24  N82 1.459, C86 1.528, H97 1.096, H98 1.096
86 C -1.99 -6.78 3.10  C85 1.528, H99 1.093, H100 1.094, H101 1.090
87 H -1.04 -2.84 4.36  C80 1.093
88 H 0.45 -3.06 3.44  C80 1.094
89 H -1.04 -3.80 2.86  C80 1.092
90 H 0.54 -4.48 5.38  C81 1.096
91 H 0.45 -5.49 3.95  C81 1.097
92 H -1.85 -6.78 6.69  C83 1.096
93 H -0.35 -5.96 6.95  C83 1.097
94 H -0.82 -8.38 5.16  C84 1.092
95 H 0.22 -8.23 6.57  C84 1.093
96 H 0.68 -7.44 5.07  C84 1.093
97 H -2.78 -4.92 3.81  C85 1.096
98 H -3.19 -6.27 4.81  C85 1.096
99 H -1.06 -6.50 2.60  C86 1.093
100 H -2.78 -6.75 2.34  C86 1.094
101 H -1.92 -7.81 3.43  C86 1.090